{
  "formula": "H8O4",
  "method": "wB97M-V/def2-TZVPD",
  "charge": 0,
  "gap_ev": 11.770,
  "lumo_energy_ev": 0.63,
  "smiles": "O.O.O.O",
  "de_lowest_ev": 1.030,
  "elements": ["O", "H", "H", "O", "H", "H", "O", "H", "H", "O", "H", "H"],
  "coordinates": [[-0.7492, -22.4863, -5.1151], [-0.5748, -21.5454, -5.1415], [-1.6994, -22.5569, -5.2068], [-4.7944, -22.8610, -5.8454], [-5.6274, -22.3904, -5.8718], [-5.0140, -23.7529, -6.1147], [2.6449, -24.3450, -5.4079], [1.7265, -24.0800, -5.4576], [2.7772, -24.8979, -6.1780], [-1.6292, -19.1998, -8.3545], [-2.2250, -19.6401, -8.9607], [-0.9247, -18.8664, -8.9101]]
}


{
  "formula": "H8O4",
  "method": "wB97M-V/def2-TZVPD",
  "charge": 1,
  "gap_ev": [12.121, 2.823],
  "s2": 0.76,
  "lumo_energy_ev": [-3.77, -11.95],
  "de_lowest_ev": 0.999,
  "spin_multiplicity": 2,
  "elements": ["O", "H", "H", "O", "H", "H", "O", "H", "H", "O", "H", "H"],
  "coordinates": [[-9.1445, -10.5240, 15.5737], [-9.6919, -9.7789, 15.3259], [-9.6173, -11.2888, 15.2452], [-10.4759, -12.9756, 14.7516], [-10.4550, -13.8626, 15.1108], [-10.4478, -13.1000, 13.8030], [-11.5643, -15.7868, 15.2411], [-12.0584, -15.2455, 14.6254], [-11.4743, -16.6313, 14.7996], [-12.8231, -15.0608, 12.8219], [-12.5848, -15.6257, 12.0868], [-12.7329, -14.1713, 12.4800]]
}


{
  "formula": "H8O4Rb",
  "method": "wB97M-V/def2-TZVPD",
  "charge": 1,
  "gap_ev": 12.222,
  "lumo_energy_ev": -3.29,
  "de_lowest_ev": 0.107,
  "elements": ["Rb", "O", "H", "H", "O", "H", "H", "O", "H", "H", "O", "H", "H"],
  "coordinates": [[-0.4929, 0.6584, -0.5596], [-1.7165, -0.4111, 1.8146], [-1.6256, -1.3484, 2.0304], [-1.2313, 0.0564, 2.5088], [-1.6588, -1.9127, -1.4807], [-2.0489, -2.7384, -1.1671], [-1.3314, -2.1059, -2.3694], [2.1441, -0.6284, -0.1618], [2.6688, -0.9581, 0.5792], [2.1260, -1.3545, -0.7995], [0.8053, 3.2920, -0.2173], [1.7457, 3.3392, -0.4351], [0.6155, 4.1114, 0.2574]]
}


{
  "formula": "H8Si4",
  "method": "wB97M-V/def2-TZVPD",
  "charge": 0,
  "gap_ev": 6.971,
  "lumo_energy_ev": -1.54,
  "smiles": "[SiH2]=[SiH][SiH2][SiH3]",
  "de_lowest_ev": 0.761,
  "elements": ["Si", "Si", "Si", "Si", "H", "H", "H", "H", "H", "H", "H", "H"],
  "coordinates": [[1.5963, -0.9008, 3.0155], [-0.2840, -0.8737, 1.9092], [-0.6849, 0.4728, -0.1004], [-0.7897, 0.6482, -2.3932], [1.5294, -1.7491, 4.2513], [1.4563, 0.5412, 3.3988], [-0.6505, -2.1558, 1.3462], [-2.1713, 0.7582, 0.1308], [-0.1619, 1.8880, 0.4008], [-1.0441, 2.1310, -2.4004], [-1.9691, 0.2411, -2.9662], [0.3548, 0.0084, -3.2590]]
}


{
  "formula": "H9NO2Si5",
  "method": "wB97M-V/def2-TZVPD",
  "charge": 0,
  "gap_ev": [7.234, 8.343],
  "lumo_energy_ev": [-0.09, -0.56],
  "de_lowest_ev": 0.813,
  "elements": ["N", "O", "O", "Si", "Si", "Si", "Si", "Si", "H", "H", "H", "H", "H", "H", "H", "H", "H"],
  "coordinates": [[-2.7129, 1.3235, 0.1722], [-1.3271, 1.1950, 0.1413], [-3.1783, 0.0894, 0.3541], [0.9136, -0.5619, 1.0018], [1.5261, 1.4146, -0.0601], [-0.5906, -1.9772, -0.0650], [-0.4606, 2.4376, -0.5063], [-2.7276, -1.4808, 0.4697], [2.1020, -1.1368, 1.8307], [0.0697, 0.0720, 2.0400], [2.3593, 2.2077, 0.8028], [2.5076, 0.6862, -1.0042], [-0.7354, -1.7800, -1.4748], [0.2247, -3.1506, 0.1158], [-0.7125, 3.7578, 0.1439], [-1.0179, 2.8536, -1.7609], [-4.0185, -2.0646, -0.0145]]
}


{
  "formula": "H9O4",
  "method": "wB97M-V/def2-TZVPD",
  "charge": 0,
  "gap_ev": [3.424, 12.385],
  "s2": 0.75,
  "lumo_energy_ev": [0.30, 0.15],
  "de_lowest_ev": 1.083,
  "spin_multiplicity": 2,
  "elements": ["O", "H", "H", "H", "O", "H", "H", "O", "H", "H", "O", "H", "H"],
  "coordinates": [[-0.2754, -0.2748, -0.5305], [0.7729, -0.7758, -0.2489], [-1.0830, -0.7354, -0.1427], [-0.1315, 0.7320, -0.3565], [0.6102, 2.7695, 0.1742], [0.0197, 3.4399, 0.2908], [1.4543, 3.2189, 0.2216], [-2.3014, -1.6184, -0.0361], [-2.9205, -0.9687, -0.2886], [-1.9412, -2.0936, -0.9483], [1.8542, -1.0049, 0.4488], [2.6575, -1.6077, 0.2048], [2.0716, -0.1815, 0.8161]]
}


{
  "formula": "H9O4",
  "method": "wB97M-V/def2-TZVPD",
  "charge": 1,
  "gap_ev": 13.270,
  "lumo_energy_ev": -3.30,
  "de_lowest_ev": 0.426,
  "elements": ["O", "H", "H", "H", "O", "H", "H", "O", "H", "H", "O", "H", "H"],
  "coordinates": [[0.0353, 0.5601, 0.2332], [0.9769, 0.1970, 0.2446], [-0.1752, 0.8145, -0.7872], [-0.5518, -0.2163, 0.4944], [-1.6917, -1.0764, 1.2264], [-2.6381, -1.1993, 1.2790], [-1.2623, -1.6073, 1.9290], [-0.8141, 1.0341, -2.0353], [-0.7809, 1.9889, -2.1643], [-1.7416, 0.9411, -1.8538], [2.5392, -0.3968, 0.2767], [3.1563, 0.2217, 0.7440], [2.9479, -1.2613, 0.4131]]
}


{
  "formula": "H9O5",
  "method": "wB97M-V/def2-TZVPD",
  "charge": -1,
  "gap_ev": 9.232,
  "lumo_energy_ev": 4.16,
  "de_lowest_ev": 0.217,
  "elements": ["O", "H", "O", "H", "H", "O", "H", "H", "O", "H", "H", "O", "H", "H"],
  "coordinates": [[-0.6594, -0.5028, -0.2952], [-0.2992, -1.2785, -0.7391], [-2.3336, 0.8482, -1.6829], [-3.0453, 0.9068, -1.0465], [-1.7095, 0.1497, -1.2854], [-1.6877, -0.2755, 2.5319], [-0.8761, 0.1752, 2.7904], [-1.5405, -0.4123, 1.5831], [1.4171, 1.1708, -0.1265], [0.7424, 0.4376, -0.2473], [1.4735, 1.6995, -0.9401], [3.2215, -1.0976, -0.3464], [2.8444, -0.2209, -0.1429], [2.4524, -1.6002, -0.0530]]
}


{
  "formula": "H9O5",
  "method": "wB97M-V/def2-TZVPD",
  "charge": -1,
  "gap_ev": 8.927,
  "lumo_energy_ev": 4.05,
  "de_lowest_ev": 0.473,
  "elements": ["O", "H", "O", "H", "H", "O", "H", "H", "O", "H", "H", "O", "H", "H"],
  "coordinates": [[0.5000, -0.8563, 1.1478], [0.4606, -1.8083, 1.0300], [2.7527, 0.9315, 0.8928], [2.2905, 0.5632, 0.1382], [2.2375, 0.5854, 1.6248], [-0.8435, 1.3724, 0.8221], [-0.6837, 1.5539, -0.1008], [-0.4609, 0.4471, 0.8966], [0.2756, -0.9369, -1.5022], [0.2976, -0.0029, -1.7423], [0.2559, -0.8863, -0.4953], [-2.6970, -0.1311, -0.9751], [-2.3266, -0.8610, -1.4706], [-2.0586, 0.0293, -0.2660]]
}


{
  "formula": "HI2PS2",
  "method": "wB97M-V/def2-TZVPD",
  "charge": 0,
  "gap_ev": [8.055, 4.941],
  "lumo_energy_ev": [-1.47, -3.11],
  "de_lowest_ev": 2.101,
  "elements": ["P", "S", "S", "I", "I", "H"],
  "coordinates": [[0.7181, -1.0267, -1.0673], [2.4483, 0.1335, -0.5650], [-0.5278, -0.1801, 0.3377], [-2.6647, 2.9595, 0.3862], [-2.4533, -1.5064, 0.1693], [2.4795, -0.3800, 0.7391]]
}


{
  "formula": "HINOP",
  "method": "wB97M-V/def2-TZVPD",
  "charge": 0,
  "gap_ev": 7.256,
  "lumo_energy_ev": -1.81,
  "de_lowest_ev": 2.495,
  "elements": ["N", "O", "P", "I", "H"],
  "coordinates": [[0.3937, 0.3689, -0.9438], [-0.3212, 1.3352, -0.9585], [0.2825, -1.0880, -0.1233], [-1.8050, -0.9524, 1.1614], [1.4501, 0.3364, 0.8642]]
}


{
  "formula": "HIP2S",
  "method": "wB97M-V/def2-TZVPD",
  "charge": 0,
  "gap_ev": 8.137,
  "lumo_energy_ev": -0.75,
  "smiles": "IP1#S#[PH]1",
  "de_lowest_ev": 0.590,
  "elements": ["I", "P", "S", "P", "H"],
  "coordinates": [[1.6968, -1.7949, -1.3139], [-0.4919, -1.0653, -0.4924], [-0.8534, 1.1076, -0.8018], [0.3176, 0.5116, 0.8539], [-0.6692, 1.2410, 1.7542]]
}


{
  "formula": "HN2O2S",
  "method": "wB97M-V/def2-TZVPD",
  "charge": -1,
  "gap_ev": 7.466,
  "lumo_energy_ev": 4.14,
  "smiles": "[O-]N(O)N=S",
  "de_lowest_ev": 0.000,
  "elements": ["O", "N", "O", "N", "S", "H"],
  "coordinates": [[-1.1035, -2.2483, -0.7480], [-0.5686, -1.1375, -0.7789], [-0.2874, -0.5675, 0.5415], [-0.2443, -0.4185, -1.7493], [0.4134, 1.1162, -1.3989], [0.3483, 0.2665, 0.2337]]
}


{
  "formula": "HN2O2S",
  "method": "wB97M-V/def2-TZVPD",
  "charge": 1,
  "gap_ev": [7.723, 7.641],
  "lumo_energy_ev": [-8.39, -8.28],
  "de_lowest_ev": 4.234,
  "elements": ["N", "N", "O", "O", "S", "H"],
  "coordinates": [[-1.7242, -0.1051, -0.7986], [-2.5206, -0.7957, -1.1604], [1.7884, -0.1976, 0.5905], [-0.7963, 0.5502, -0.5614], [0.5006, 0.3685, 1.2389], [2.7521, 0.1797, 0.6911]]
}


{
  "formula": "HN2O3P",
  "method": "wB97M-V/def2-TZVPD",
  "charge": -2,
  "gap_ev": 3.634,
  "lumo_energy_ev": 5.37,
  "de_lowest_ev": 0.510,
  "elements": ["N", "N", "O", "O", "O", "P", "H"],
  "coordinates": [[2.0033, 3.7977, 0.1050], [0.9844, 3.6808, -0.3735], [1.0691, -0.7016, -1.0784], [3.3652, -0.7727, 0.0760], [1.2324, -0.2057, 1.3964], [1.8947, -0.5759, 0.1447], [-10.5491, -5.2226, -0.2701]]
}


{
  "formula": "HN2O3S",
  "method": "wB97M-V/def2-TZVPD",
  "charge": -1,
  "gap_ev": 8.579,
  "lumo_energy_ev": 4.06,
  "de_lowest_ev": 3.148,
  "elements": ["N", "N", "O", "O", "O", "S", "H"],
  "coordinates": [[0.1450, -1.5920, 0.0798], [-0.5597, -0.7078, 0.6224], [1.9642, 1.2184, 0.2786], [1.4089, -1.3079, -0.2827], [3.6234, -0.5560, 0.4848], [2.6248, 0.0816, -0.3799], [-0.1288, 0.1506, 0.5161]]
}


{
  "formula": "HN2O3S",
  "method": "wB97M-V/def2-TZVPD",
  "charge": -1,
  "gap_ev": [6.772, 6.752],
  "lumo_energy_ev": [3.80, 3.76],
  "de_lowest_ev": 5.688,
  "elements": ["N", "N", "O", "O", "O", "S", "H"],
  "coordinates": [[-1.2658, -0.9420, -0.9561], [-1.3552, 0.0178, -0.4234], [-1.7275, 1.0164, 0.0288], [1.5710, -0.5906, -1.7814], [0.3604, -0.0837, 1.3894], [1.8545, 0.1802, -0.5061], [0.5625, 0.4019, 2.2489]]
}


{
  "formula": "HN2O4S",
  "method": "wB97M-V/def2-TZVPD",
  "charge": -1,
  "gap_ev": 8.968,
  "lumo_energy_ev": 3.94,
  "de_lowest_ev": 1.907,
  "elements": ["N", "N", "O", "O", "O", "O", "S", "H"],
  "coordinates": [[-1.5456, -0.0874, 1.0463], [-0.8669, -0.1143, -0.0477], [-0.7263, -1.1370, -0.6935], [2.2398, 0.5185, -1.5063], [-0.4049, 1.0010, -0.6320], [1.4553, -0.1301, 0.6725], [1.5157, 0.9423, -0.2883], [-1.6672, -0.9929, 1.4492]]
}


{
  "formula": "HN2O6S",
  "method": "wB97M-V/def2-TZVPD",
  "charge": -1,
  "gap_ev": 8.835,
  "lumo_energy_ev": 3.57,
  "de_lowest_ev": 0.000,
  "elements": ["N", "N", "O", "O", "O", "O", "O", "O", "S", "H"],
  "coordinates": [[2.2338, -0.6263, 3.3556], [-0.8088, 2.0871, -1.4244], [1.6794, -1.5163, 3.9927], [-0.0858, 0.9708, -1.2067], [-1.6581, 2.2489, -0.6141], [1.1774, -2.3703, 0.3297], [-0.3689, -0.4937, 0.6980], [1.8406, -0.4335, 2.2030], [0.3980, -1.6607, 1.3114], [-0.1438, 0.2152, -0.4050]]
}


{
  "formula": "HN2P",
  "method": "wB97M-V/def2-TZVPD",
  "charge": 0,
  "gap_ev": 8.654,
  "lumo_energy_ev": -0.76,
  "de_lowest_ev": 2.816,
  "elements": ["N", "N", "P", "H"],
  "coordinates": [[-0.0856, 1.1261, 0.2857], [0.6617, 0.3305, 0.8169], [0.5247, -0.0134, -0.8559], [-1.1008, -1.4433, -0.2468]]
}